# 1
{"formula": "C27H28CdF4N4O6", "method": "ωB97M-V/def2-TZVPD", "homo_energy_ev": -7.658, "molar_mass_g_mol": 692.9, "spin_multiplicity": 1, "de_lowest_kcal_mol": 0.0, "orbital_gap_ev": 6.664, "charge": 0, "fmax_ev_per_a": 0.20, "lumo_energy_ev": -0.99, "symbols": ["Cd", "C", "N", "C", "C", "C", "N", "C", "C", "F", "C", "F", "C", "C", "F", "C", "F", "H", "H", "H", "H", "H", "H", "H", "H", "H", "H", "H", "C", "C", "C", "C", "C", "C", "C", "C", "C", "C", "H", "H", "H", "H", "H", "H", "H", "H", "H", "H", "H", "H", "H", "H", "O", "C", "O", "C", "C", "C", "C", "C", "C", "N", "O", "O", "N", "O", "O", "H", "H", "H"], "positions_angstrom": [[-0.107, -0.208, -0.266], [-1.028, -1.048, 2.786], [-1.647, -0.645, 1.527], [-2.646, -1.626, 1.104], [-2.226, 0.701, 1.642], [-2.729, 1.276, 0.323], [-1.738, 1.114, -0.724], [-1.907, 1.689, -1.935], [-1.021, 1.345, -2.981], [-0.072, 0.400, -2.730], [-1.060, 1.892, -4.238], [-0.151, 1.488, -5.140], [-2.008, 2.835, -4.588], [-2.903, 3.183, -3.598], [-3.851, 4.096, -3.864], [-2.867, 2.648, -2.324], [-3.789, 3.102, -1.445], [-1.766, -1.106, 3.597], [-0.258, -0.328, 3.066], [-0.558, -2.024, 2.668], [-3.475, -1.676, 1.822], [-2.180, -2.607, 1.024], [-3.038, -1.360, 0.124], [-1.438, 1.349, 2.038], [-3.051, 0.699, 2.370], [-2.958, 2.324, 0.528], [-3.684, 0.809, 0.050], [-2.050, 3.268, -5.575], [0.999, 4.979, 2.841], [0.048, 3.855, 2.417], [-1.352, 4.409, 2.171], [0.634, 3.117, 1.231], [1.397, 1.971, 1.429], [2.044, 1.340, 0.368], [1.938, 1.836, -0.936], [2.700, 1.197, -2.064], [1.146, 2.965, -1.134], [0.511, 3.592, -0.073], [0.621, 5.492, 3.726], [1.097, 5.714, 2.039], [1.995, 4.594, 3.064], [-0.008, 3.137, 3.243], [-1.347, 5.176, 1.395], [-1.737, 4.872, 3.080], [-2.051, 3.631, 1.865], [1.518, 1.577, 2.433], [2.664, 0.471, 0.557], [2.623, 0.109, -2.037], [3.760, 1.448, -1.993], [2.334, 1.537, -3.031], [1.029, 3.361, -2.136], [-0.090, 4.471, -0.273], [-0.190, -2.437, -0.966], [0.859, -2.668, -0.324], [1.497, -1.765, 0.293], [1.388, -4.070, -0.261], [2.679, -4.300, 0.198], [3.143, -5.601, 0.243], [2.374, -6.686, -0.128], [1.095, -6.413, -0.569], [0.586, -5.131, -0.657], [0.234, -7.550, -0.969], [0.705, -8.664, -0.875], [-0.876, -7.289, -1.381], [4.522, -5.848, 0.720], [5.169, -4.887, 1.078], [4.904, -6.999, 0.744], [3.304, -3.481, 0.516], [2.753, -7.695, -0.075], [-0.412, -4.959, -1.032]], "mulliken_charge": [1.352, -1.078, 0.637, -1.108, -0.562, -0.962, 0.695, -0.029, -0.186, -0.382, 0.152, -0.333, -0.566, 0.134, -0.323, 0.516, -0.348, 0.321, 0.198, 0.291, 0.315, 0.284, 0.299, -0.022, 0.228, 0.467, 0.493, 0.520, -1.609, 0.096, -1.316, 0.706, 0.545, -1.912, 1.084, -1.520, -0.979, -0.021, 0.460, 0.327, 0.382, 0.423, 0.316, 0.453, 0.058, 0.476, 0.256, 0.176, 0.438, 0.318, 0.398, 0.350, -0.842, 0.849, -0.886, 0.065, -0.472, -0.131, -0.333, -0.175, -0.582, 1.062, -0.614, -0.617, 1.063, -0.618, -0.616, 0.645, 0.613, 0.679]}

---

# 2
{"formula": "C4H12O3", "method": "ωB97M-V/def2-TZVPD", "homo_energy_ev": -8.004, "molar_mass_g_mol": 108.1, "spin_multiplicity": 1, "de_lowest_kcal_mol": 22.3, "orbital_gap_ev": 8.715, "charge": 0, "fmax_ev_per_a": 1.63, "smiles": "C/C=C(/C)O.O.O", "lumo_energy_ev": 0.71, "symbols": ["C", "C", "C", "C", "O", "H", "H", "H", "H", "H", "H", "H", "H", "O", "H", "H", "O", "H", "H"], "positions_angstrom": [[0.772, -0.267, -1.566], [1.267, -0.751, -0.246], [1.592, 0.055, 0.756], [1.726, -0.406, 2.173], [1.736, 1.400, 0.536], [-0.234, -0.671, -1.698], [0.787, 0.805, -1.705], [1.289, -0.801, -2.370], [1.527, -1.797, -0.064], [0.765, -0.505, 2.699], [2.159, -1.397, 2.262], [2.323, 0.292, 2.771], [1.487, 1.882, 1.334], [-1.972, 2.098, 0.423], [-2.110, 1.772, -0.480], [-2.062, 3.054, 0.348], [-3.411, -1.310, -1.760], [-3.484, -2.129, -2.260], [-4.157, -1.324, -1.152]], "mulliken_charge": [-0.954, -0.253, 0.754, -1.407, -0.519, 0.144, 0.310, 0.324, 0.272, 0.288, 0.345, 0.390, 0.307, -0.630, 0.309, 0.316, -0.617, 0.305, 0.314]}

---

# 3
{"formula": "C3H3NO2", "method": "ωB97M-V/def2-TZVPD", "homo_energy_ev": -9.478, "molar_mass_g_mol": 85.1, "spin_multiplicity": 1, "de_lowest_kcal_mol": 56.2, "orbital_gap_ev": 10.161, "charge": 0, "fmax_ev_per_a": 5.42, "smiles": "O=c1[nH]cco1", "lumo_energy_ev": 0.68, "symbols": ["O", "C", "N", "C", "C", "O", "H", "H", "H"], "positions_angstrom": [[-2.037, 0.040, 0.135], [-0.792, -0.111, -0.003], [-0.021, 1.078, -0.107], [1.463, 0.670, 0.032], [1.404, -0.596, 0.068], [0.016, -1.206, -0.148], [-0.429, 2.066, -0.292], [2.364, 1.350, 0.302], [1.935, -1.411, 0.257]], "mulliken_charge": [-0.601, 0.519, -0.161, -0.315, -0.203, -0.306, 0.267, 0.294, 0.506]}

---

# 4
{"formula": "C25H75BrN15O10Rb", "method": "ωB97M-V/def2-TZVPD", "homo_energy_ev": -7.571, "molar_mass_g_mol": 911.3, "spin_multiplicity": 1, "orbital_gap_ev": 7.403, "charge": 0, "fmax_ev_per_a": 9.28, "lumo_energy_ev": -0.17, "symbols": ["Rb", "Br", "C", "O", "N", "N", "H", "H", "H", "H", "C", "O", "N", "N", "H", "H", "H", "H", "C", "O", "N", "N", "H", "H", "H", "H", "C", "O", "N", "N", "H", "H", "H", "H", "C", "O", "N", "N", "H", "H", "H", "H", "C", "C", "C", "O", "C", "N", "H", "H", "H", "H", "H", "H", "H", "H", "H", "H", "H", "C", "C", "C", "O", "C", "N", "H", "H", "H", "H", "H", "H", "H", "H", "H", "H", "H", "C", "C", "C", "O", "C", "N", "H", "H", "H", "H", "H", "H", "H", "H", "H", "H", "H", "C", "C", "C", "O", "C", "N", "H", "H", "H", "H", "H", "H", "H", "H", "H", "H", "H", "C", "C", "C", "O", "C", "N", "H", "H", "H", "H", "H", "H", "H", "H", "H", "H", "H"], "positions_angstrom": [[-0.170, 0.640, 0.365], [1.491, -2.251, 1.559], [-1.680, -5.125, 0.914], [-1.007, -5.722, 0.124], [-1.463, -4.000, 1.527], [-2.835, -5.404, 1.320], [-2.096, -3.629, 2.221], [-0.575, -3.556, 1.341], [-3.216, -6.242, 0.905], [-3.338, -4.854, 2.002], [-4.173, 4.450, -1.689], [-3.673, 3.419, -1.351], [-5.391, 4.794, -1.499], [-3.409, 5.360, -2.224], [-5.988, 3.980, -1.472], [-5.829, 5.471, -2.107], [-3.686, 6.330, -2.175], [-2.426, 5.134, -2.284], [3.030, -0.788, -1.853], [2.312, 0.058, -1.478], [3.535, -1.874, -1.377], [3.646, -0.627, -3.016], [4.247, -2.406, -1.858], [3.171, -2.201, -0.494], [4.582, -0.999, -3.082], [3.325, 0.123, -3.611], [1.856, 1.948, 3.706], [1.823, 1.490, 4.850], [1.738, 3.184, 3.483], [2.028, 1.225, 2.617], [2.196, 3.562, 2.666], [1.463, 3.800, 4.234], [2.125, 1.708, 1.735], [2.248, 0.270, 2.859], [-1.241, -4.222, -3.467], [-2.154, -3.917, -2.754], [-0.003, -3.846, -3.281], [-1.317, -5.145, -4.401], [0.725, -4.540, -3.373], [0.174, -3.079, -2.648], [-0.478, -5.208, -4.961], [-2.184, -5.577, -4.685], [0.310, 2.481, -3.895], [-1.089, 2.054, -3.597], [-1.942, 1.822, -4.926], [-3.344, 1.734, -4.896], [-3.946, 0.844, -3.988], [-1.154, 0.847, -2.760], [0.461, 2.402, -4.972], [1.087, 1.952, -3.343], [0.502, 3.551, -3.812], [-1.388, 2.914, -2.997], [-1.587, 0.844, -5.250], [-1.821, 2.434, -5.820], [-4.883, 0.358, -4.259], [-4.151, 1.431, -3.092], [-3.407, -0.024, -3.607], [-2.138, 0.690, -2.598], [-0.789, 0.028, -3.225], [-2.868, -1.475, 3.494], [-3.033, -2.330, 4.800], [-2.862, -3.882, 4.649], [-3.782, -4.402, 3.672], [-5.155, -4.134, 4.015], [-1.935, -1.806, 5.603], [-3.117, -0.421, 3.621], [-3.415, -1.850, 2.629], [-1.838, -1.556, 3.146], [-3.951, -2.132, 5.353], [-3.094, -4.411, 5.573], [-1.846, -4.187, 4.400], [-5.338, -4.497, 5.026], [-5.867, -4.722, 3.435], [-5.458, -3.087, 4.013], [-1.087, -1.825, 5.056], [-1.689, -2.604, 6.170], [-4.414, 2.055, 2.604], [-3.344, 1.469, 1.647], [-3.916, 0.464, 0.652], [-2.872, -0.162, -0.142], [-3.330, -1.377, -0.834], [-2.796, 2.685, 1.082], [-5.022, 2.789, 2.075], [-4.012, 2.722, 3.367], [-5.035, 1.384, 3.198], [-2.555, 1.063, 2.281], [-4.586, 0.910, -0.084], [-4.670, -0.159, 1.133], [-2.543, -1.670, -1.529], [-4.257, -1.211, -1.382], [-3.543, -2.234, -0.194], [-3.288, 3.425, 1.562], [-2.993, 2.716, 0.092], [1.921, 4.880, 0.468], [2.176, 3.704, -0.524], [3.013, 3.992, -1.755], [4.368, 4.393, -1.464], [5.159, 4.514, -2.673], [2.804, 2.651, 0.231], [2.807, 5.199, 1.017], [1.127, 4.605, 1.162], [1.595, 5.819, 0.021], [1.188, 3.284, -0.707], [2.522, 4.695, -2.429], [3.003, 3.129, -2.421], [5.944, 5.249, -2.495], [4.579, 4.903, -3.510], [5.716, 3.602, -2.887], [3.141, 1.991, -0.456], [3.715, 2.964, 0.533], [5.146, 0.105, 1.302], [5.985, -1.122, 1.666], [5.944, -2.325, 0.759], [6.923, -3.270, 1.136], [6.924, -4.491, 0.404], [7.395, -0.641, 1.577], [5.498, 0.513, 0.354], [5.333, 0.832, 2.092], [4.084, -0.055, 1.118], [5.703, -1.464, 2.663], [6.097, -2.190, -0.312], [4.999, -2.857, 0.865], [7.635, -5.178, 0.865], [7.240, -4.119, -0.570], [5.950, -4.968, 0.507], [7.848, -0.914, 0.717], [7.928, -1.080, 2.314]], "mulliken_charge": [0.074, -0.852, 0.487, -0.748, 0.318, -0.169, 0.060, -0.292, 0.207, 0.160, 0.480, -0.472, -0.535, -0.429, 0.269, 0.222, 0.188, 0.189, 0.216, 0.246, -0.231, -0.406, 0.169, -0.069, 0.146, 0.197, 0.599, -0.755, -0.252, 0.039, 0.108, 0.202, 0.099, -0.016, 0.634, -0.542, -0.341, -0.453, 0.220, 0.111, 0.164, 0.235, -1.093, 1.406, -0.996, -0.433, -0.800, 0.241, 0.458, -0.109, 0.345, -0.496, 0.445, 0.407, 0.443, 0.275, 0.283, -0.498, 0.195, -1.220, 0.828, -1.164, -0.350, -0.838, -0.800, 0.369, 0.103, 0.254, 0.411, 0.388, 0.455, 0.334, 0.289, 0.277, 0.265, 0.284, -2.007, 0.657, -0.951, 0.385, -0.970, -0.441, 0.600, 0.435, 0.348, 0.008, 0.335, 0.624, 0.197, 0.379, 0.141, 0.278, 0.406, -1.956, 1.635, -0.950, -0.429, -0.794, 0.032, 0.418, 0.456, 0.366, -0.530, 0.632, 0.437, 0.284, 0.340, 0.265, -0.449, 0.336, -1.002, 0.421, -0.631, -0.411, -0.699, -0.741, 0.289, 0.322, -0.023, 0.293, 0.243, 0.604, 0.253, 0.315, 0.255, 0.266, 0.297]}

---

# 5
{"formula": "C11H9N3", "method": "ωB97M-V/def2-TZVPD", "homo_energy_ev": -9.460, "molar_mass_g_mol": 183.2, "spin_multiplicity": 1, "de_lowest_kcal_mol": 65.4, "orbital_gap_ev": 9.739, "charge": 0, "fmax_ev_per_a": 5.60, "smiles": "N#C[C@@]1(c2ccccn2)CC=CC=N1", "lumo_energy_ev": 0.28, "symbols": ["N", "C", "C", "C", "C", "C", "C", "C", "N", "C", "C", "C", "C", "N", "H", "H", "H", "H", "H", "H", "H", "H", "H"], "positions_angstrom": [[0.283, 3.498, -0.328], [0.459, 2.418, -0.014], [0.528, 1.066, 0.333], [-0.699, 0.201, -0.149], [-1.942, 0.314, 0.515], [-3.106, -0.298, 0.082], [-2.965, -1.011, -1.084], [-1.695, -1.055, -1.693], [-0.572, -0.517, -1.217], [1.934, 0.491, -0.736], [2.794, -0.569, -0.046], [2.436, -0.890, 1.209], [1.471, -0.168, 2.050], [0.691, 0.776, 1.736], [-2.190, 0.908, 1.421], [-3.982, -0.240, 0.548], [-3.922, -1.391, -1.496], [-1.474, -1.616, -2.558], [2.590, 1.253, -0.969], [1.362, -0.116, -1.577], [3.450, -0.925, -0.756], [3.041, -1.752, 1.555], [1.508, -0.374, 3.175]], "mulliken_charge": [-0.539, 0.094, 1.065, 0.165, -0.406, -0.607, -0.410, -0.318, -0.298, -0.968, -0.202, -0.470, -0.088, -0.651, 0.267, 0.583, 0.304, 0.454, 0.498, 0.415, 0.481, 0.288, 0.343]}

---

# 6
{"formula": "C5H14N2O", "method": "ωB97M-V/def2-TZVPD", "homo_energy_ev": -9.503, "molar_mass_g_mol": 118.2, "spin_multiplicity": 1, "de_lowest_kcal_mol": 49.3, "orbital_gap_ev": 10.577, "charge": 0, "fmax_ev_per_a": 0.96, "smiles": "[H]/N=C/C.C/C=N/C.O", "lumo_energy_ev": 1.07, "symbols": ["H", "N", "C", "C", "H", "H", "H", "H", "C", "C", "N", "C", "H", "H", "H", "H", "H", "H", "H", "O", "H", "H"], "positions_angstrom": [[-0.771, 1.655, 1.796], [-1.407, 1.278, 1.095], [-1.497, 1.949, 0.039], [-2.365, 1.495, -1.077], [-0.955, 2.882, -0.152], [-1.717, 1.170, -1.889], [-2.998, 0.667, -0.757], [-2.980, 2.317, -1.443], [-0.795, -1.736, 0.478], [0.634, -1.682, 0.861], [1.492, -1.135, 0.123], [2.862, -1.047, 0.528], [-1.297, -0.871, 0.921], [-0.901, -1.662, -0.600], [-1.266, -2.646, 0.842], [0.900, -2.117, 1.837], [3.058, -1.520, 1.499], [3.481, -1.522, -0.234], [3.142, 0.006, 0.578], [0.907, 1.153, -1.412], [1.487, 1.025, -2.162], [0.988, 0.340, -0.871]], "mulliken_charge": [0.195, -0.579, 0.168, -1.047, 0.327, 0.236, 0.278, 0.377, -1.053, 0.120, -0.417, -0.855, 0.258, 0.259, 0.383, 0.349, 0.343, 0.270, 0.276, -0.633, 0.292, 0.453]}